Molecular formula: C60H155N9O25
Method: DFT, the ωB97M-V functional and the def2-TZVPD basis

HOMO level (eV): -8.11
E_LUMO (eV): 0.32
Orbital gap (eV): 8.43

Geometry (Å):
1 C 1.5812 6.1307 -0.4910
2 O 1.9748 5.7486 -1.8442
3 C 2.3713 4.3828 -2.0118
4 C 2.8802 4.1520 -3.4682
5 N 1.8821 4.5324 -4.4524
6 C 2.5362 4.7408 -5.7352
7 C 1.6289 5.5197 -6.7099
8 O 1.3298 6.8219 -6.2356
9 C 0.3590 7.5704 -7.0122
10 H 2.1981 5.6792 0.2859
11 H 0.5549 5.8321 -0.2774
12 H 1.6127 7.2201 -0.5081
13 H 1.5280 3.7114 -1.8500
14 H 3.1536 4.1082 -1.3043
15 H 3.2832 3.1441 -3.5672
16 H 3.7045 4.8649 -3.4849
17 H 1.3572 5.3863 -4.3282
18 H 2.8010 3.7883 -6.1942
19 H 3.4661 5.3084 -5.7014
20 H 0.7195 4.9347 -6.8475
21 H 2.1812 5.5681 -7.6483
22 H 0.1726 8.5813 -6.6497
23 H -0.5726 7.0428 -7.2168
24 H 0.7045 7.6654 -8.0416
25 C 3.0650 5.0804 3.6094
26 O 2.6924 4.1955 4.6415
27 C 1.6556 3.2567 4.2151
28 C 1.3296 2.2867 5.3245
29 N 0.7749 3.0241 6.5223
30 C 0.9882 2.2011 7.7122
31 C 2.4934 1.9774 8.0557
32 O 3.1651 3.2379 7.9073
33 C 4.5050 3.1166 8.1586
34 H 3.8629 4.6028 3.0407
35 H 3.4241 5.9585 4.1462
36 H 2.2774 5.4276 2.9407
37 H 1.9108 2.7420 3.2888
38 H 0.7558 3.8214 3.9708
39 H 2.2477 1.7508 5.5651
40 H 0.5995 1.5485 4.9927
41 H 1.3477 3.8540 6.5799
42 H 0.4833 1.2356 7.6800
43 H 0.5447 2.7663 8.5319
44 H 3.0015 1.1919 7.4963
45 H 2.5330 1.7883 9.1284
46 H 4.9327 4.0600 7.8191
47 H 4.9644 2.2828 7.6277
48 H 4.7287 2.9759 9.2161
49 C -1.9795 -6.4073 2.6885
50 O -0.9559 -5.9786 1.8420
51 C -0.4825 -4.7722 2.3169
52 C 0.3826 -4.1126 1.3010
53 N 1.6570 -4.7938 1.1299
54 C 2.4890 -4.1217 0.1326
55 C 2.0840 -4.2650 -1.3360
56 O 1.7136 -5.5885 -1.6816
57 C 2.8228 -6.5284 -1.6827
58 H -1.7019 -6.6917 3.7034
59 H -2.3055 -7.3527 2.2548
60 H -2.7728 -5.6643 2.7700
61 H 0.0229 -4.9085 3.2730
62 H -1.3172 -4.1040 2.5285
63 H 0.5621 -3.0721 1.5714
64 H -0.1756 -4.1553 0.3657
65 H 1.3963 -5.7005 0.7692
66 H 3.5222 -4.4503 0.2457
67 H 2.5514 -3.0684 0.4064
68 H 2.8295 -3.8062 -1.9855
69 H 1.1849 -3.6642 -1.4728
70 H 2.5835 -7.5845 -1.8071
71 H 3.3556 -6.3729 -0.7446
72 H 3.4326 -6.2045 -2.5261
73 C 7.3854 -2.7439 1.1029
74 O 7.5203 -1.3660 0.8424
75 C 6.5239 -0.8063 -0.0765
76 C 5.0745 -0.8384 0.4738
77 N 4.9438 -0.3299 1.8367
78 C 4.8184 1.0643 1.8711
79 C 4.8067 1.4211 3.3502
80 O 6.1855 1.3686 3.8668
81 C 6.2482 1.3866 5.2992
82 H 8.2576 -3.0983 1.6523
83 H 7.4183 -3.3003 0.1662
84 H 6.4763 -3.1260 1.5672
85 H 6.6293 -1.2525 -1.0655
86 H 6.7063 0.2635 -0.1782
87 H 4.6822 -1.8506 0.5724
88 H 4.5403 -0.3931 -0.3654
89 H 5.8250 -0.3946 2.3260
90 H 3.8517 1.3520 1.4579
91 H 5.5716 1.5361 1.2400
92 H 4.1812 0.7317 3.9171
93 H 4.4266 2.4273 3.5266
94 H 7.1946 0.9389 5.6023
95 H 5.5920 0.6287 5.7270
96 H 6.1571 2.3648 5.7714
97 C -8.0140 3.3332 5.7468
98 O -7.1373 3.2076 4.6424
99 C -6.1126 2.2982 4.7474
100 C -5.2399 2.1091 3.4121
101 N -4.1710 1.0624 3.4149
102 C -3.3927 0.9604 4.6479
103 C -2.4444 -0.2699 4.5292
104 O -1.4673 0.0308 3.5292
105 C -0.7377 -1.1677 3.2345
106 H -8.7768 4.0322 5.4038
107 H -7.4668 3.6970 6.6165
108 H -8.5278 2.3985 5.9712
109 H -6.3734 1.3058 5.1151
110 H -5.4588 2.7269 5.5070
111 H -4.7379 3.0063 3.0500
112 H -5.9887 1.8861 2.6521
113 H -3.4558 1.3758 2.7743
114 H -4.1424 0.8666 5.4335
115 H -2.9577 1.9059 4.9720
116 H -2.9634 -1.1792 4.2261
117 H -1.9641 -0.4426 5.4923
118 H -1.3600 -1.8816 2.6949
119 H -0.3239 -1.5962 4.1473
120 H 0.1080 -0.8218 2.6401
121 C -3.6333 2.5082 -0.2196
122 O -2.9845 2.9055 0.9924
123 C -2.0241 3.9890 0.9429
124 C -1.5558 4.3074 2.3362
125 N -0.6126 5.4941 2.4915
126 C -1.4404 6.7037 2.2025
127 C -0.5860 7.9742 2.4077
128 O 0.2179 8.3054 1.2996
129 C 0.7995 9.6006 1.3241
130 H -4.0531 3.3577 -0.7583
131 H -4.4754 1.8397 -0.0407
132 H -2.8454 2.0550 -0.8213
133 H -2.5163 4.8310 0.4563
134 H -1.1736 3.6861 0.3322
135 H -1.0473 3.4032 2.6710
136 H -2.4863 4.3578 2.9015
137 H -0.3820 5.6008 3.4690
138 H -2.2097 6.6301 2.9712
139 H -1.8751 6.7728 1.2053
140 H -0.0740 7.8653 3.3638
141 H -1.3143 8.7526 2.6349
142 H 0.1481 10.4513 1.5245
143 H 1.0731 9.8925 0.3102
144 H 1.7593 9.6424 1.8391
145 C -3.7127 -9.9154 0.9767
146 O -3.0253 -9.0159 0.1279
147 C -1.7488 -9.4825 -0.3436
148 C -1.0024 -8.2693 -0.9820
149 N -1.6593 -7.8017 -2.2465
150 C -1.1238 -6.5576 -2.7307
151 C -1.4946 -5.3110 -1.8219
152 O -2.8593 -5.0778 -1.5081
153 C -3.7199 -4.8756 -2.6088
154 H -4.1264 -10.7050 0.3494
155 H -4.6242 -9.4668 1.3716
156 H -2.9894 -10.2100 1.7371
157 H -1.8182 -10.1602 -1.1945
158 H -1.1364 -10.0971 0.3161
159 H -0.0055 -8.5913 -1.2832
160 H -0.8853 -7.4280 -0.2989
161 H -2.6196 -7.5862 -2.0195
162 H -1.5804 -6.3504 -3.6985
163 H -0.0709 -6.6944 -2.9774
164 H -1.1464 -4.3775 -2.2639
165 H -0.9915 -5.3727 -0.8569
166 H -3.9520 -5.8293 -3.0829
167 H -3.4014 -4.1716 -3.3777
168 H -4.6334 -4.4037 -2.2471
169 C -3.0996 -1.5076 -3.9258
170 O -3.3299 -2.2731 -5.0836
171 C -3.3091 -1.4408 -6.2500
172 C -3.7303 -2.3074 -7.4408
173 N -3.3169 -1.7038 -8.7752
174 C -3.7785 -2.4780 -9.9275
175 C -3.4627 -1.9298 -11.2954
176 O -2.1248 -2.2252 -11.7779
177 C -1.8475 -1.3055 -12.7950
178 H -3.6821 -1.7983 -3.0516
179 H -3.2157 -0.4276 -4.0165
180 H -2.0872 -1.6386 -3.5437
181 H -2.2805 -1.1278 -6.4292
182 H -3.9227 -0.5558 -6.0816
183 H -4.8096 -2.4544 -7.4791
184 H -3.3383 -3.3184 -7.3297
185 H -2.3209 -1.5359 -8.7786
186 H -4.8563 -2.6388 -9.9020
187 H -3.4103 -3.5037 -9.9059
188 H -3.6830 -0.8622 -11.2968
189 H -4.0783 -2.3206 -12.1056
190 H -1.8933 -0.2644 -12.4754
191 H -2.3917 -1.5835 -13.6976
192 H -0.7857 -1.4712 -12.9775
193 C -1.3135 2.9503 -3.2666
194 C -0.5581 1.6775 -3.6552
195 O 0.8554 1.8251 -3.5567
196 O -2.6953 2.8210 -3.4076
197 H -0.9992 3.7698 -3.9130
198 H -1.0516 3.1172 -2.2218
199 H -0.8397 1.3000 -4.6381
200 H -0.8423 0.8720 -2.9781
201 H 1.1042 2.5943 -4.0744
202 H -2.8343 3.1137 -4.3113
203 C -6.5545 -1.6237 3.1273
204 C -6.0092 -1.6813 1.7121
205 O -5.7512 -0.3544 1.2483
206 O -5.4304 -1.4204 3.9691
207 H -6.9399 -2.5185 3.6161
208 H -7.3049 -0.8346 3.1768
209 H -6.7476 -2.2069 1.1066
210 H -5.1285 -2.3234 1.6955
211 H -5.1898 0.0420 1.9185
212 H -5.0052 -0.6206 3.6510
213 C 2.9643 -2.1517 4.1913
214 C 2.1987 -3.4247 4.6212
215 O 2.5887 -4.5838 3.9646
216 O 2.6116 -1.7643 2.8254
217 H 4.0208 -2.4094 4.1177
218 H 2.7865 -1.2777 4.8179
219 H 1.1324 -3.2508 4.4768
220 H 2.3015 -3.6249 5.6877
221 H 2.4489 -4.4974 3.0188
222 H 3.3509 -1.2211 2.5426
223 C 4.3128 -0.2087 -3.2804
224 C 5.5226 -0.4332 -4.2508
225 O 5.9150 0.7881 -4.9935
226 O 3.8063 -1.3787 -2.6174
227 H 3.4266 0.2429 -3.7263
228 H 4.6525 0.4384 -2.4717
229 H 5.1978 -1.1938 -4.9608
230 H 6.2619 -0.9942 -3.6793
231 H 6.6532 0.6069 -5.5799
232 H 2.9913 -1.1179 -2.1823
233 C 1.5705 0.8414 0.0233
234 C 0.8747 -0.4941 -0.2964
235 C -0.6360 -0.3967 -0.1261
236 O -1.2517 -1.6630 -0.3701
237 C -2.6739 -1.6179 -0.1535
238 N 1.2039 -0.7952 -1.7024
239 H 2.5904 0.7406 -0.3478
240 H 1.5607 1.0442 1.0943
241 H 1.1520 1.7223 -0.4635
242 H 1.3274 -1.2854 0.3010
243 H -1.0279 0.3018 -0.8653
244 H -0.8123 0.1116 0.8219
245 H -3.1466 -0.7972 -0.6930
246 H -2.9931 -1.7013 0.8854
247 H -3.1131 -2.4649 -0.6806
248 H 0.9488 0.0238 -2.2357
249 H 0.3920 -1.3924 -1.7661

---

Molecular formula: C60H37Cl8LaN4OS6
Method: DFT, the ωB97M-V functional and the def2-TZVPD basis

HOMO level (spin up / spin down) (eV): -1.79 / -1.79
E_LUMO (spin up / spin down) (eV): 2.99 / 2.99
Orbital gap (spin up / spin down) (eV): 4.78 / 4.78
Total charge: -2

Geometry (Å):
1 La 0.0930 0.0731 -0.3163
2 Cl 4.2615 -5.8236 6.2695
3 C 3.3824 -4.7326 5.2277
4 C 3.5690 -4.7954 3.8588
5 C 2.8540 -3.9306 3.0414
6 C 1.9560 -3.0030 3.5663
7 C 1.8027 -2.9586 4.9532
8 C 2.5055 -3.8167 5.7851
9 C 1.1668 -2.1071 2.6740
10 C 1.3212 -0.7216 2.8481
11 C 2.2171 -0.1100 3.8098
12 C 1.8874 1.1997 3.8651
13 C 0.7996 1.3954 2.9245
14 C 0.0459 2.5823 2.8250
15 C 0.2417 3.5838 3.9177
16 C 0.6081 4.9113 3.6945
17 C 0.7694 5.8090 4.7417
18 C 0.5599 5.3811 6.0389
19 Cl 0.7599 6.5014 7.3624
20 C 0.1888 4.0730 6.3010
21 C 0.0321 3.1912 5.2436
22 C -0.9702 2.8258 1.8836
23 N -1.3318 1.9944 0.8722
24 C -2.3393 2.6095 0.1959
25 C -3.0878 2.0433 -0.8502
26 C -3.9779 2.9247 -1.6618
27 C -5.1054 3.5382 -1.1206
28 C -5.9353 4.3300 -1.9026
29 C -5.6342 4.4976 -3.2429
30 Cl -6.6844 5.4854 -4.2341
31 C -4.5275 3.8902 -3.8110
32 C -3.7019 3.1048 -3.0184
33 C -3.1158 0.6786 -1.1592
34 C -4.0553 0.0656 -2.0819
35 C -3.9358 -1.2660 -1.9252
36 C -2.9113 -1.4753 -0.9168
37 N -2.4159 -0.2818 -0.5041
38 C -2.5216 -2.7335 -0.4308
39 C -1.4633 -2.9922 0.4606
40 C -1.2388 -4.2719 1.1025
41 C -0.1948 -4.1067 1.9518
42 C 0.2138 -2.7228 1.8410
43 N -0.5588 -2.0892 0.9210
44 C -3.3150 -3.9088 -0.8820
45 C -2.7138 -4.9455 -1.5949
46 C -3.4409 -6.0555 -2.0001
47 C -4.7872 -6.1282 -1.6906
48 Cl -5.7083 -7.5324 -2.1768
49 C -5.4190 -5.1085 -0.9997
50 C -4.6786 -4.0048 -0.6024
51 C -2.5934 3.9141 0.7693
52 C -1.7841 4.0263 1.8488
53 N 0.5455 0.2337 2.2676
54 H 4.2664 -5.5063 3.4358
55 H 3.0081 -3.9602 1.9700
56 H 1.1099 -2.2447 5.3816
57 H 2.3689 -3.7885 6.8584
58 H 2.9962 -0.6099 4.3643
59 H 2.3457 1.9643 4.4728
60 H 0.7826 5.2590 2.6865
61 H 1.0601 6.8334 4.5480
62 H 0.0175 3.7554 7.3213
63 H -0.2721 2.1708 5.4404
64 H -5.3482 3.3805 -0.0762
65 H -6.8122 4.8039 -1.4808
66 H -4.3117 4.0205 -4.8635
67 H -2.8291 2.6196 -3.4504
68 H -4.7091 0.5918 -2.7589
69 H -4.4545 -2.0372 -2.4707
70 H -1.8284 -5.1638 0.9619
71 H 0.2236 -4.8400 2.6252
72 H -1.6657 -4.8585 -1.8587
73 H -2.9693 -6.8496 -2.5633
74 H -6.4750 -5.1791 -0.7764
75 H -5.1595 -3.2032 -0.0562
76 H -3.3199 4.6302 0.4195
77 H -1.7454 4.8408 2.5550
78 S -1.6543 -0.0731 -5.1666
79 C -0.8937 -0.0862 -3.6665
80 S -0.4966 -1.5374 -2.8377
81 S -0.4767 1.3978 -2.8790
82 Cl 1.9863 5.9113 -0.5216
83 C 1.2789 4.4827 0.2651
84 Cl 0.9957 3.1421 -0.8405
85 H 0.3211 4.7854 0.6600
86 H 1.9557 4.1440 1.0405
87 Cl 1.9024 -5.2326 -2.0560
88 C 2.2229 -4.2751 -0.5967
89 Cl 1.9340 -2.5552 -0.8526
90 H 3.2662 -4.4056 -0.3355
91 H 1.5527 -4.6226 0.1788
92 O 2.2673 0.4104 -0.5430
93 C 3.5821 0.4608 -0.9978
94 C 4.5354 -0.0171 0.1165
95 C 4.2144 -0.8672 1.1259
96 C 5.3144 -1.1973 1.9697
97 C 6.4660 -0.5885 1.5813
98 S 6.2111 0.4047 0.2012
99 C 4.0219 1.8930 -1.3806
100 C 4.3371 2.8981 -0.5134
101 C 4.7567 4.0934 -1.1553
102 C 4.7499 3.9779 -2.5100
103 S 4.2409 2.4199 -3.0055
104 C 3.8205 -0.4564 -2.2079
105 C 4.8035 -1.3815 -2.4202
106 C 4.6479 -2.0767 -3.6496
107 C 3.5496 -1.6595 -4.3415
108 S 2.6991 -0.4382 -3.5079
109 H 3.2114 -1.2428 1.2498
110 H 5.2347 -1.8518 2.8301
111 H 7.4485 -0.6493 2.0266
112 H 4.2723 2.7817 0.5619
113 H 5.0386 4.9926 -0.6230
114 H 5.0047 4.7181 -3.2540
115 H 5.5990 -1.5824 -1.7154
116 H 5.3146 -2.8589 -3.9910
117 H 3.1735 -2.0169 -5.2887

---

no.,E_tot (hartree)
1,-4752.25427
2,-8705.43686